This record from the OMol25 dataset describes C46H46BClN10O4PPb as an isolated structure. The level of theory is ωB97M-V with the def2-TZVPD basis set.

The geometry in ORCA input format:
```
! RIJCOSX wB97M-V def2-TZVPD def2/J DEFGRID3
* xyz 1 1
O -0.63 -1.77 2.70
H 4.80 2.66 4.72
C 1.43 -4.28 -3.59
C 3.94 1.39 0.95
H 1.48 -7.59 -5.61
C 1.88 4.55 2.27
N -1.66 1.21 -2.70
N -0.09 1.39 1.08
C 1.44 3.91 -2.94
C 1.28 5.56 1.56
H 3.04 2.57 4.90
H -3.32 1.96 3.64
C -2.68 -1.23 -3.14
B -0.30 -1.81 1.34
Pb 1.13 -0.39 -0.04
H 1.15 1.47 4.14
N 4.49 6.27 4.03
N 3.00 -2.29 0.66
C -2.27 -2.41 -3.75
C 2.75 1.14 2.74
N -1.70 2.63 2.49
H 1.55 3.52 2.18
C -3.94 -0.71 -3.45
H -4.96 -2.99 -5.73
H 0.35 -2.80 -2.48
H -1.87 0.96 3.75
H 0.46 5.33 0.89
C 3.41 -2.57 -1.74
C -0.62 2.12 -2.81
H 3.42 -2.16 1.58
H -1.54 3.26 -4.40
H 4.25 1.23 -0.07
N 0.41 1.97 -1.98
C 3.40 6.24 3.18
C 0.36 4.06 -3.80
C -3.44 -1.24 -0.04
H 2.23 2.69 -1.35
C 3.85 2.84 4.22
H 2.28 4.59 -2.96
H -2.75 -3.96 -5.15
O 2.14 -2.98 -1.64
H -1.93 2.53 4.58
H -2.81 2.04 -0.61
C -3.09 -3.04 -4.68
C 1.76 0.65 3.74
C 2.77 7.26 2.46
H 1.68 -2.16 -3.48
H 2.44 -3.13 0.68
N 2.87 0.72 1.50
C -4.77 0.14 1.41
C 0.84 -6.62 -3.81
H -4.30 0.18 -2.94
H 1.10 -0.08 3.27
C -4.21 1.27 0.84
C -4.38 -1.12 0.98
H -2.42 1.36 -3.35
C -2.36 -4.71 1.67
P -1.60 -0.34 -1.93
H -4.54 2.26 1.15
C 0.82 -5.43 -3.10
N 3.81 4.24 3.90
O 3.98 -2.35 -2.78
O -0.89 -2.93 0.75
C -2.96 -5.14 2.86
Cl 0.00 -5.38 -1.57
C -1.60 -3.57 1.75
C 1.41 2.85 -2.05
H -3.15 -2.22 -0.40
H -1.86 4.25 1.17
C -2.02 -3.28 4.11
H 5.31 2.91 1.84
H 1.20 7.66 1.08
H -3.24 -4.82 4.96
C 1.72 6.90 1.66
C 1.48 -6.66 -5.04
C -3.25 1.15 -0.16
H -3.17 4.10 2.35
C 4.03 -2.39 -0.37
H 4.61 -1.47 -0.40
C -0.68 3.17 -3.74
C 2.95 4.92 3.09
C 2.11 -5.53 -5.54
C -2.79 -4.45 4.05
H -4.81 -2.01 1.42
C -4.75 -1.33 -4.38
C 1.35 -2.98 -2.85
H 2.64 -5.57 -6.49
H -5.72 -0.91 -4.62
H -3.55 -6.05 2.85
H 3.13 8.28 2.53
H 2.59 -3.47 -5.19
C 2.08 -4.35 -4.82
H 0.34 4.88 -4.52
H 0.36 -7.49 -3.40
H -1.31 -2.85 -3.53
H 4.73 -3.22 -0.22
C -1.44 -2.87 2.93
C -2.86 -0.10 -0.61
C -2.09 4.00 2.20
C -4.32 -2.50 -5.00
C -2.24 1.98 3.69
N 4.73 5.09 4.44
H -2.48 -5.25 0.74
C 4.48 2.22 1.88
H -5.53 0.23 2.18
H 2.26 0.17 4.59
H -1.58 4.70 2.87
H -1.88 -2.73 5.03
C -0.85 1.99 1.73
N 3.72 2.06 3.01
*
```

Values from the calculation:
max |F|	0.0178	hartree/bohr
highest occupied orbital energy	-10.064	eV
LUMO level	-1.72	eV
energy above the lowest of the compared OMol25 structures with the same formula, charge and spin	37.1	kcal per mole